[1]
Density functional theory data (the ωB97M-V functional and the def2-TZVPD basis) for an isolated molecule of C2HO2P in a non-equilibrium geometry.

The calculation puts the HOMO-LUMO gap (spin up / spin down) at 7.7 / 7.7 eV. The LUMO energy (spin up / spin down) comes out at -1.085 / -1.084 eV. Its energy above the lowest of the compared OMol25 structures with the same formula, charge and spin is 55.2 kcal per mole.

Structure (ORCA input):
```
! wB97M-V def2-TZVPD RIJCOSX def2/J DEFGRID3
* xyz 0 1
P 0.082 -0.803 -0.370
O -0.726 -0.658 -2.927
O 2.572 -1.760 -0.062
C -0.843 -0.470 -1.801
C 1.586 -1.280 0.331
H -0.603 -0.224 0.704
*
```

***

[2]
Density functional theory data (the ωB97M-V functional and the def2-TZVPD basis) for a structure of composition C2HO2Rb in a non-equilibrium geometry.

The calculation puts the HOMO-LUMO gap at 4.1 eV. The LUMO energy comes out at -0.925 eV.

Structure (ORCA input):
```
! wB97M-V def2-TZVPD RIJCOSX def2/J DEFGRID3
* xyz 0 1
Rb 1.553 2.328 0.021
O -0.139 -0.242 2.306
O -0.440 0.713 -1.520
C -0.007 -0.377 -1.041
C -0.696 -1.156 1.914
H -0.272 -1.267 -1.680
*
```

***

[3]
Density functional theory data (the ωB97M-V functional and the def2-TZVPD basis) for a structure of composition C2HO3Pt in a non-equilibrium geometry.

The calculation puts the HOMO-LUMO gap (spin up / spin down) at 8.3 / 8.5 eV. The LUMO energy (spin up / spin down) comes out at -12.437 / -13.443 eV. Its energy above the lowest of the compared OMol25 structures with the same formula, charge and spin is 112.1 kcal per mole. The expectation value of S² is 3.757.

Structure (ORCA input):
```
! wB97M-V def2-TZVPD RIJCOSX def2/J DEFGRID3
* xyz 2 4
Pt 1.563 0.204 5.009
O -0.440 1.322 1.596
O 1.108 -0.021 2.599
O 0.652 0.621 3.750
C 0.564 0.490 1.554
C 0.495 -0.293 0.341
H -0.574 1.698 0.694
*
```

***

[4]
Density functional theory data (the ωB97M-V functional and the def2-TZVPD basis) for the ion C2HO3S with charge -1 in a non-equilibrium geometry.

The calculation puts the HOMO-LUMO gap at 8.5 eV. The LUMO energy comes out at 4.075 eV. Its energy above the lowest of the compared OMol25 structures with the same formula, charge and spin is 87.3 kcal per mole.

Structure (ORCA input):
```
! wB97M-V def2-TZVPD RIJCOSX def2/J DEFGRID3
* xyz -1 1
S -0.912 0.735 1.292
O 0.336 -0.222 0.406
O -0.118 1.233 2.472
O -2.019 -0.109 1.765
C 0.738 -0.722 -2.146
C 0.632 -0.310 -0.843
H 1.343 -0.606 -2.946
*
```

***

[5]
Density functional theory data (the ωB97M-V functional and the def2-TZVPD basis) for the ion C2HO4 with charge -1 in a non-equilibrium geometry.

The calculation puts the HOMO-LUMO gap at 8.8 eV. The LUMO energy comes out at 4.307 eV. Its energy above the lowest of the compared OMol25 structures with the same formula, charge and spin is 101.7 kcal per mole.

Structure (ORCA input):
```
! wB97M-V def2-TZVPD RIJCOSX def2/J DEFGRID3
* xyz -1 1
O 1.579 -0.886 0.753
O 0.662 -1.295 -1.266
O -0.666 1.536 -0.560
O -0.552 1.464 0.860
C 0.751 -0.759 -0.148
C -0.480 0.291 0.076
H -1.294 -0.351 0.285
*
```

***

[6]
Density functional theory data (the ωB97M-V functional and the def2-TZVPD basis) for a cluster of 3 separate species, C2HO5 in total in a non-equilibrium geometry.

The calculation puts the HOMO-LUMO gap (spin up / spin down) at 9.0 / 4.7 eV. The LUMO energy (spin up / spin down) comes out at 3.520 / 2.308 eV. Its energy above the lowest of the compared OMol25 structures with the same formula, charge and spin is 131.9 kcal per mole.

Structure (ORCA input):
```
! wB97M-V def2-TZVPD RIJCOSX def2/J DEFGRID3
* xyz -1 1
O -3.970 0.381 -0.626
O -1.182 1.078 0.588
O 1.332 -0.080 1.413
O -1.241 1.222 -0.815
O -3.487 -1.490 0.549
C -3.468 -0.486 -0.001
C -1.483 0.041 -0.159
H 0.438 0.249 1.226
*
```